Record 1
{"formula": "C6H8OPTi", "method": "ωB97M-V/def2-TZVPD", "charge": -1, "orbital_gap_ha": [0.200, 0.173], "largest_force_ha_per_bohr": 0.067, "lumo_energy_ha": [0.1088, 0.1048], "multiplicity": 3, "homo_ev": [-2.48, -1.85], "species": ["C", "C", "C", "C", "C", "Ti", "P", "H", "H", "H", "H", "H", "H", "H", "H", "O", "C"], "xyz": [[-0.346, -0.383, -1.294], [-0.680, -1.373, -2.278], [-0.194, -2.687, -1.842], [0.368, -2.478, -0.536], [0.198, -1.020, -0.074], [-0.591, 0.834, 1.662], [-0.226, 3.205, 1.136], [-0.342, 0.722, -1.343], [-1.104, -1.152, -3.219], [-0.390, -3.623, -2.380], [1.136, -0.532, 0.326], [0.774, -3.243, 0.133], [-1.063, 3.822, 2.134], [-0.860, 3.768, -0.034], [0.874, 4.107, 1.307], [1.657, -0.184, 3.508], [0.790, 0.217, 2.793]], "forces_ev_per_angstrom": [[0.064, -1.456, 0.249], [1.491, 0.525, 2.368], [-0.111, 2.303, 2.199], [-1.174, 1.200, -0.225], [0.938, -1.389, -2.887], [-0.966, -1.342, -1.929], [-0.130, -0.220, 0.553], [-0.370, -0.642, -0.508], [-0.501, 0.140, -0.923], [0.338, 0.396, 0.394], [-1.009, -0.423, 0.076], [-0.089, 0.163, -0.382], [0.199, -0.133, -0.341], [0.483, 0.287, 0.365], [-0.357, 0.091, -0.393], [-1.186, 0.093, -1.086], [2.381, 0.408, 2.472]]}

---

Record 2
{"formula": "C6H8OS", "method": "ωB97M-V/def2-TZVPD", "orbital_gap_ha": 0.358, "largest_force_ha_per_bohr": 0.132, "lumo_energy_ha": 0.0251, "homo_ev": -9.06, "species": ["C", "C", "C", "C", "C", "C", "H", "H", "H", "H", "H", "H", "H", "H", "O", "S"], "xyz": [[0.649, -0.354, -0.856], [-0.626, -1.059, -0.508], [-0.921, -0.726, 1.025], [-1.160, 0.647, 0.387], [0.230, 0.940, -0.153], [1.015, 1.930, -0.061], [1.954, -2.238, -0.075], [0.738, 0.144, -1.956], [-0.896, -2.052, -0.964], [-0.316, -1.063, 1.962], [-2.000, -1.359, 0.921], [-1.736, 1.453, 0.870], [0.861, 2.852, 0.602], [2.068, 1.741, -0.559], [-1.764, -0.133, -0.768], [1.906, -0.724, 0.134]], "forces_ev_per_angstrom": [[-3.568, 3.850, -3.605], [-2.148, -1.284, -0.016], [-2.584, -3.859, 0.014], [0.151, -0.974, -0.095], [-3.273, -1.538, -0.049], [4.320, 3.919, 0.571], [0.117, 2.806, 0.220], [0.236, -2.334, 1.904], [0.716, 0.860, 0.618], [-0.879, 1.056, -1.955], [2.577, 2.010, 1.531], [0.098, -0.450, -0.539], [0.163, -1.397, -1.350], [-2.049, 1.058, 1.105], [1.774, 1.293, 0.145], [4.350, -5.018, 1.500]]}

---

Record 3
{"formula": "C6H8OS", "method": "ωB97M-V/def2-TZVPD", "orbital_gap_ha": 0.338, "largest_force_ha_per_bohr": 0.222, "lumo_energy_ha": 0.0134, "homo_ev": -8.84, "species": ["C", "C", "C", "C", "C", "C", "H", "H", "H", "H", "H", "H", "H", "H", "O", "S"], "xyz": [[-0.877, -0.249, -0.560], [-0.041, 1.061, -0.366], [1.031, 0.114, 0.439], [-0.024, -1.104, 0.459], [1.893, 0.124, -0.480], [2.591, 0.205, -1.449], [-3.290, 0.120, -1.155], [-0.983, -0.769, -1.688], [-0.683, 1.744, 0.184], [0.320, 1.718, -1.200], [0.684, 1.257, 1.922], [-0.349, -1.047, 1.466], [0.077, -2.063, 0.159], [3.133, -0.042, -2.442], [1.578, 0.408, 1.669], [-2.436, -0.318, 0.071]], "forces_ev_per_angstrom": [[1.464, -1.800, -3.368], [-1.137, -0.324, 0.451], [-7.065, -0.475, 4.551], [0.144, 5.194, -1.078], [8.220, -1.125, -7.851], [1.664, -1.270, -3.127], [1.760, -0.781, 2.569], [1.096, 1.550, 2.967], [0.030, -0.004, 0.932], [0.040, -1.283, 0.558], [4.522, -3.845, -0.153], [-1.012, -0.072, 0.927], [1.311, -2.956, -0.908], [-1.074, 0.928, 2.565], [-4.895, 5.232, 2.426], [-5.066, 1.029, -1.462]]}